Entry 1:
This record from OMol25 describes C36H81ClN2Nb as an isolated structure at a distorted geometry. The level of theory is wB97M-V/def2-TZVPD.

Results
Net charge = -1
Calculated total energy = -55696.338 eV
HOMO level = -4.37 eV
Frontier orbital gap = 6.63 eV

Last column: Mulliken charge in e.
Cartesian coordinates (Å):
C 0.26821 -3.88971 -1.57237  -1.676
C -0.72786 -2.75661 -1.81917  0.885
C -0.68288 -2.05878 -3.20265  -0.687
Cl 0.55639 -2.75463 -4.33097  -0.264
Nb -0.52546 0.22697 -2.95722  -0.232
C 1.13177 0.14154 -1.40638  -0.945
N -2.15988 0.13069 -1.60215  -0.786
C -0.49863 2.49898 -2.80783  -1.272
C -0.52690 3.00328 -1.34431  -0.228
C 0.78949 3.64871 -0.92374  1.185
C 0.84579 4.04740 0.54228  -1.253
N 1.01810 2.93906 1.46969  0.536
C 1.95887 1.95838 1.43143  -0.477
C 1.78065 1.13373 2.52608  -1.093
C 0.67820 1.64397 3.25162  -0.653
C 0.22849 2.75854 2.57428  -0.416
H 0.31997 -4.07243 -0.49789  0.384
H 1.26996 -3.64840 -1.90294  0.444
H -0.07651 -4.81285 -2.02680  0.403
H -0.62970 -2.03490 -1.01076  0.074
H -1.72531 -3.18308 -1.70088  -0.245
H -1.63202 -2.25491 -3.69371  0.525
H -1.72504 0.46258 -4.34659  -0.080
H 0.71736 0.33081 -4.30152  0.045
H 0.65663 0.17984 -0.42866  0.260
H 1.64063 -0.82252 -1.50019  0.504
H 1.90296 0.90116 -1.51148  0.059
H -2.83294 -0.56365 -1.92766  0.197
H -2.65366 1.01800 -1.69685  0.206
H 0.37043 2.93052 -3.30718  0.116
H -1.36594 2.90917 -3.32480  0.521
H -0.78908 2.23259 -0.61636  0.373
H -1.28854 3.78282 -1.24896  0.371
H 0.88205 4.57776 -1.49061  0.141
H 1.64113 3.03802 -1.21285  -0.633
H -0.07189 4.56539 0.79572  0.310
H 1.68546 4.73061 0.67584  0.258
H 2.67630 1.87294 0.64055  0.872
H 2.36857 0.26893 2.76629  0.451
H 0.26068 1.24575 4.15795  0.440
H -0.59641 3.39911 2.81363  0.399
C -3.58993 -3.22336 1.19597  -1.238
C -4.88340 -4.03178 1.19566  0.317
C -5.20805 -4.64398 -0.16564  -0.889
C -5.42387 -3.62796 -1.28866  0.028
C -6.52353 -2.60176 -1.02480  -0.492
C -7.90704 -3.22268 -0.85151  -1.268
H -3.64784 -2.37302 0.51547  0.226
H -3.37346 -2.83176 2.19116  0.421
H -2.74457 -3.84193 0.88782  0.284
H -5.71046 -3.40188 1.53682  0.300
H -4.79595 -4.84133 1.92759  -0.217
H -6.09470 -5.27884 -0.06856  0.375
H -4.39147 -5.31157 -0.45793  0.413
H -5.65939 -4.17272 -2.20863  0.451
H -4.48774 -3.09942 -1.48713  -0.407
H -6.55073 -1.90273 -1.86423  0.459
H -6.27686 -2.00575 -0.14232  0.240
H -8.18749 -3.80012 -1.73525  0.296
H -8.66353 -2.45000 -0.70380  0.396
H -7.94594 -3.88813 0.01267  0.275
C 9.83939 1.89065 0.10513  -1.211
C 9.01044 3.00243 0.74192  -0.379
C 7.94377 2.48967 1.70780  -0.702
C 6.88178 1.58983 1.07368  -0.982
C 6.11589 2.22047 -0.08752  -0.296
C 5.32298 3.46167 0.31061  -0.736
H 9.22245 1.22402 -0.49863  0.288
H 10.60870 2.30557 -0.54817  0.381
H 10.33704 1.29009 0.86971  0.293
H 8.54806 3.60804 -0.04195  0.250
H 9.67935 3.67270 1.28932  0.389
H 7.45819 3.34541 2.18498  0.302
H 8.43308 1.93397 2.51462  0.414
H 6.16817 1.29671 1.84976  0.363
H 7.34643 0.66134 0.72960  0.352
H 5.42455 1.47527 -0.48953  0.382
H 6.80225 2.46865 -0.90269  0.316
H 4.60732 3.22944 1.10215  0.286
H 4.76407 3.84732 -0.54233  -0.178
H 5.97318 4.26387 0.66601  0.484
C -7.83837 -5.26475 7.30375  -1.180
C -6.37115 -5.61829 7.53021  -0.409
C -5.41084 -4.83093 6.64045  -0.871
C -5.59114 -5.05975 5.13916  -0.310
C -5.46515 -6.51205 4.68473  -0.483
C -4.08860 -7.11398 4.95206  -1.230
H -8.15672 -5.49748 6.28665  0.278
H -8.48204 -5.82447 7.98426  0.377
H -8.01285 -4.20082 7.47652  0.293
H -6.22693 -6.69211 7.38289  0.234
H -6.11687 -5.41819 8.57467  0.364
H -4.38373 -5.07456 6.92584  0.350
H -5.53254 -3.76259 6.84422  0.396
H -4.85015 -4.45701 4.60517  0.180
H -6.56645 -4.67562 4.82689  0.365
H -5.66532 -6.55403 3.61092  0.341
H -6.23308 -7.12816 5.16155  0.351
H -3.30808 -6.53237 4.45767  0.287
H -4.03244 -8.13590 4.57418  0.387
H -3.86159 -7.14691 6.01894  0.299
C 3.90383 7.22913 -6.25074  -1.226
C 3.75630 5.70988 -6.25915  -0.581
C 2.64341 5.19952 -5.34552  -0.912
C 2.83353 5.51609 -3.86194  0.134
C 4.13360 4.99140 -3.25387  -0.331
C 4.25158 3.47100 -3.31412  -0.945
H 4.17171 7.60226 -5.26095  0.288
H 4.68489 7.54830 -6.94344  0.388
H 2.97131 7.71133 -6.55195  0.289
H 4.70953 5.24905 -5.98591  0.231
H 3.54200 5.38161 -7.27975  0.434
H 2.54309 4.11940 -5.47636  0.298
H 1.69066 5.62837 -5.67129  0.567
H 1.98953 5.09081 -3.31167  -0.463
H 2.77931 6.59852 -3.70584  0.432
H 4.17876 5.31423 -2.20960  0.327
H 4.99668 5.44725 -3.74936  0.351
H 3.41401 2.99478 -2.80010  0.079
H 5.17413 3.13487 -2.83694  0.154
H 4.26562 3.11102 -4.34329  0.460

---

Entry 2:
This record from OMol25 describes a 6-piece molecular cluster, C36H81N2O5PS overall at a distorted geometry. The level of theory is wB97M-V/def2-TZVPD.

Results
Calculated total energy = -71983.569 eV
HOMO level = -9.11 eV
Frontier orbital gap = 8.48 eV

Last column: Mulliken charge in e.
Cartesian coordinates (Å):
O 1.31403 -2.96306 -1.77422  -0.618
P -0.15449 -2.44724 -2.09812  0.832
O -1.32681 -3.22685 -1.01727  -0.482
O -0.60501 -2.86182 -3.72871  -0.454
O -0.20968 -0.74494 -1.73034  -0.181
C -0.24426 0.08258 -2.94647  -0.339
C -0.61504 1.62920 -2.42760  -0.303
C -2.13725 1.50603 -1.77806  -0.573
C -2.80515 2.94489 -1.36271  -0.400
S -4.48131 2.58364 -0.57270  -0.089
C -5.44009 1.29443 -1.53767  0.142
N -6.19393 0.14269 -0.84311  0.029
N -6.83724 -0.62046 -1.80968  -0.357
C -6.51807 0.00216 -3.18366  -0.022
O -5.64362 1.20479 -2.99418  -0.251
H -2.17160 -2.66016 -0.97907  0.329
H -1.46354 -2.43165 -4.01491  0.319
H -1.20015 -0.26696 -3.56283  0.245
H 0.72155 0.04094 -3.60550  0.327
H 0.16351 2.03865 -1.64188  -0.061
H -0.71145 2.32319 -3.38235  0.356
H -2.15858 0.81829 -0.80926  0.272
H -2.79934 1.00748 -2.62557  0.224
H -2.15284 3.46593 -0.51160  0.270
H -2.84447 3.69286 -2.26202  0.348
H -6.92236 -0.41552 -4.21683  0.330
C -11.75795 -1.45508 3.12649  -1.180
C -10.47135 -1.11962 3.86571  -0.338
C -9.89777 0.24995 3.49282  -0.748
C -9.48612 0.41387 2.02559  -0.770
C -8.45252 -0.59481 1.51649  0.083
C -7.11852 -0.50821 2.24353  -1.194
H -11.59758 -1.52151 2.04669  0.284
H -12.14389 -2.42222 3.46469  0.369
H -12.52645 -0.69924 3.31707  0.290
H -9.73060 -1.90698 3.69077  0.242
H -10.67870 -1.12590 4.94250  0.369
H -9.03546 0.45551 4.13787  0.303
H -10.64046 1.02212 3.73044  0.369
H -9.08745 1.42758 1.89094  0.361
H -10.37628 0.35533 1.38819  0.327
H -8.28007 -0.40477 0.45021  0.074
H -8.84558 -1.61478 1.58676  0.236
H -6.68957 0.49345 2.15420  0.221
H -6.40921 -1.22152 1.80864  0.334
H -7.22169 -0.75021 3.30459  0.410
C 4.21563 5.91804 2.28553  -1.412
C 4.74805 5.20109 1.05393  0.349
C 3.81108 5.29338 -0.15327  -0.608
C 2.43302 4.64870 0.03225  -0.956
C 2.44717 3.16318 0.40369  0.690
C 3.08095 2.28228 -0.66307  -0.918
H 3.28281 5.47129 2.64101  0.300
H 4.94454 5.85640 3.10013  0.376
H 4.03447 6.97655 2.07357  0.368
H 4.95684 4.15441 1.29912  -0.289
H 5.70994 5.65078 0.77999  0.440
H 4.31029 4.84236 -1.01889  0.079
H 3.66509 6.35057 -0.40889  0.424
H 1.86543 4.77533 -0.89860  0.393
H 1.87433 5.19657 0.80024  0.406
H 1.41178 2.83485 0.55530  0.394
H 2.96010 3.01208 1.35964  -0.770
H 2.55979 2.38957 -1.61815  0.383
H 3.02366 1.23032 -0.36113  0.478
H 4.13611 2.52617 -0.81207  -0.127
C -3.81784 -8.87686 -1.30711  -1.173
C -5.00836 -8.10619 -1.85762  -0.348
C -4.83235 -7.68132 -3.31784  -0.748
C -3.66699 -6.72339 -3.58877  -0.840
C -3.69847 -5.41085 -2.80061  0.207
C -4.91226 -4.54883 -3.11566  -1.201
H -2.91113 -8.26542 -1.29634  0.278
H -4.01798 -9.19163 -0.27776  0.371
H -3.62389 -9.77422 -1.90320  0.290
H -5.20665 -7.23453 -1.22505  0.241
H -5.89682 -8.74522 -1.78833  0.367
H -5.76687 -7.22472 -3.66442  0.306
H -4.69089 -8.57856 -3.93367  0.386
H -3.65386 -6.49175 -4.66154  0.380
H -2.71919 -7.23401 -3.38130  0.320
H -2.79423 -4.83983 -3.04374  0.033
H -3.65601 -5.60914 -1.72420  0.225
H -4.95360 -4.30734 -4.18115  0.282
H -4.85763 -3.60815 -2.55602  0.324
H -5.84387 -5.04688 -2.83441  0.322
C 6.83801 3.19148 -3.14052  -1.152
C 6.56397 1.72469 -2.84428  -0.565
C 7.11923 1.26532 -1.49358  0.121
C 8.64215 1.35185 -1.34413  -0.922
C 9.44992 0.57135 -2.38494  -0.447
C 9.20011 -0.92901 -2.33893  -1.178
H 7.91007 3.39524 -3.21309  0.344
H 6.38138 3.47332 -4.09484  0.381
H 6.41508 3.83310 -2.36100  0.161
H 6.96269 1.10506 -3.65443  0.443
H 5.47857 1.56839 -2.84293  0.306
H 6.79398 0.23385 -1.31413  0.399
H 6.66048 1.86671 -0.69848  -0.156
H 8.91111 0.99002 -0.34342  0.373
H 8.95272 2.40286 -1.37576  0.350
H 10.51603 0.75187 -2.20153  0.374
H 9.24357 0.94913 -3.39216  0.237
H 9.43600 -1.33392 -1.35116  0.284
H 9.83502 -1.43603 -3.07438  0.381
H 8.16101 -1.17174 -2.57643  0.288
C 6.05718 0.47838 2.40847  -0.879
C 5.05035 0.41352 3.54706  -0.618
C 4.56666 1.79117 4.00739  0.393
C 5.65029 2.71213 4.57893  -0.512
C 6.42656 2.15086 5.77364  -0.637
C 5.54995 1.88200 6.98810  -1.209
H 6.97421 0.99284 2.70927  0.290
H 6.33253 -0.53318 2.09285  0.474
H 5.63527 0.99926 1.54309  0.003
H 5.47984 -0.14319 4.38662  0.305
H 4.18092 -0.16259 3.20838  0.394
H 3.77577 1.65284 4.75389  0.418
H 4.09251 2.30203 3.15974  -0.741
H 5.17751 3.65694 4.87643  0.420
H 6.36385 2.97075 3.78771  0.315
H 7.19854 2.87681 6.05622  0.378
H 6.95585 1.23465 5.49045  0.265
H 5.04019 2.79366 7.31110  0.290
H 6.16552 1.52372 7.82102  0.383
H 4.79763 1.11659 6.78024  0.290

---

Entry 3:
This record from OMol25 describes a 5-piece molecular cluster, C36H81N4O overall at a distorted geometry. The level of theory is wB97M-V/def2-TZVPD.

Results
Net charge = +3
Calculated total energy = -46628.131 eV
HOMO level = -15.18 eV
Frontier orbital gap = 9.09 eV

Last column: Mulliken charge in e.
Cartesian coordinates (Å):
O 0.11504 -0.22252 0.53514  -0.934
H 0.51933 -0.94030 0.12277  -0.279
C 2.44857 0.96022 -5.29573  -1.221
C 1.96252 -0.47379 -5.10992  -0.111
C 0.43572 -0.62087 -5.30578  -0.406
N -0.22134 -1.94139 -4.92898  0.253
C -0.01764 -2.09505 -3.46759  -0.405
C -0.70313 -3.37904 -2.97143  -0.915
C -2.20644 -3.37492 -3.33841  -0.237
C -2.45597 -2.99857 -4.82321  -0.637
C -1.65655 -1.78215 -5.26480  -0.409
C 0.41179 -3.05834 -5.62515  -1.140
H 3.41225 1.02867 -4.84963  0.433
H 1.79762 1.73248 -4.77680  0.084
H 2.43851 1.14667 -6.36758  0.403
H 2.24017 -0.83298 -4.09509  0.283
H 2.51791 -1.05958 -5.90887  0.307
H 0.11084 -0.53521 -6.30873  0.544
H -0.09201 0.19696 -4.72159  -0.067
H -0.42798 -1.18397 -2.99401  0.012
H 0.98487 -2.05647 -3.28379  0.443
H -0.59579 -3.41546 -1.85963  0.425
H -0.12836 -4.24055 -3.35369  0.351
H -2.64483 -2.72141 -2.58506  -0.176
H -2.67553 -4.32509 -3.10027  0.469
H -3.51323 -2.81250 -5.03341  0.468
H -2.04743 -3.82176 -5.47435  0.289
H -2.02204 -0.85952 -4.75470  0.280
H -1.72678 -1.69102 -6.37241  0.397
H 0.46734 -2.81775 -6.65006  0.356
H -0.08560 -4.02009 -5.53877  0.481
H 1.41912 -3.11583 -5.23252  0.403
C -1.23850 -4.76524 1.40590  -1.364
C -1.72352 -3.83732 2.54884  -0.698
C -1.90576 -2.44518 2.06783  -0.083
N -1.94413 -1.40604 3.18763  0.926
C -2.56065 -0.11531 2.55181  -0.001
C -2.92561 0.92124 3.59124  -0.936
C -3.86843 0.30539 4.73081  -1.043
C -3.08100 -0.79040 5.38675  -0.694
C -2.82990 -1.82897 4.36512  -0.675
C -0.54930 -1.23631 3.56540  -0.811
H -1.15415 -5.78940 1.82910  0.429
H -0.26497 -4.55743 0.91256  0.289
H -1.97742 -4.87067 0.58736  0.348
H -0.96288 -3.81072 3.39815  0.319
H -2.54837 -4.24388 3.11653  0.452
H -2.88797 -2.40217 1.71217  0.761
H -1.16028 -2.05633 1.37266  -0.438
H -3.46270 -0.44397 2.09162  0.409
H -1.85508 0.30367 1.90081  -0.159
H -3.58303 1.69150 3.12416  0.471
H -2.04546 1.35670 4.00657  0.321
H -4.63877 -0.16525 4.16912  0.379
H -4.21261 1.09591 5.39471  0.464
H -3.61951 -1.13325 6.26754  0.397
H -2.12898 -0.37966 5.84725  0.291
H -3.75459 -2.07386 3.91573  0.420
H -2.28053 -2.71459 4.79262  0.481
H -0.07596 -0.64887 2.82224  -0.177
H -0.11319 -2.17504 3.85652  0.492
H -0.44928 -0.65751 4.49675  0.455
C 1.22469 3.23306 3.19504  -1.254
C 2.44132 2.65929 2.48605  -0.453
C 2.40305 1.14830 2.69301  -0.159
N 3.46577 0.46970 1.88739  0.826
C 4.75675 1.17957 2.01934  -1.060
C 5.49345 1.07159 3.34215  -0.801
C 5.67352 -0.39750 3.68185  -0.735
C 4.40326 -1.15523 3.67477  -0.626
C 3.61308 -0.98211 2.36192  -0.876
C 3.07046 0.34320 0.48462  -0.147
H 0.21378 2.97378 2.76970  -0.064
H 1.26659 4.33826 3.26793  0.413
H 1.18359 2.88489 4.20867  0.537
H 3.32972 3.06098 2.88461  0.370
H 2.27928 2.91988 1.43198  0.336
H 1.52347 0.61213 2.42360  -0.687
H 2.65837 0.92787 3.72575  0.785
H 4.66376 2.20515 1.69918  0.618
H 5.36986 0.69190 1.26757  0.576
H 4.96525 1.57595 4.09989  0.308
H 6.39771 1.65135 3.15640  0.450
H 6.01161 -0.52446 4.69567  0.376
H 6.46321 -0.83537 3.05625  0.353
H 3.86124 -0.88684 4.55173  0.361
H 4.67137 -2.19342 3.63984  0.404
H 2.62920 -1.35650 2.25549  0.474
H 4.31701 -1.39019 1.61535  0.455
H 1.96420 0.21023 0.46826  -0.442
H 3.48449 -0.48275 0.00020  0.506
H 3.34571 1.22233 -0.11501  0.275
C -3.69343 -0.25674 -1.20256  -1.317
C -3.25919 1.11830 -1.76838  0.031
C -2.25081 1.71428 -0.77269  -0.211
N -1.44003 2.95519 -1.10068  0.391
C -0.48193 3.14278 0.05008  0.186
C 0.53114 4.22226 -0.22519  -1.232
C 1.31849 3.93497 -1.48978  -0.156
C 0.33922 3.67268 -2.66547  -0.972
C -0.68605 2.67685 -2.33621  -0.277
C -2.39918 4.09482 -1.06859  -0.709
H -4.21277 -0.87018 -1.95468  0.502
H -4.50618 -0.18249 -0.47813  0.340
H -2.84108 -0.76438 -0.79510  0.171
H -4.14900 1.72971 -1.84488  0.455
H -2.83727 0.80908 -2.75834  0.029
H -1.51585 0.93651 -0.59170  -0.472
H -2.72671 1.93453 0.18942  0.461
H 0.01983 2.14214 0.17915  -0.377
H -1.03221 3.38024 0.92286  0.609
H 1.18755 4.37354 0.61347  0.525
H -0.06349 5.15590 -0.37616  0.504
H 1.90132 2.99850 -1.30864  -0.213
H 1.96320 4.77785 -1.75980  0.526
H 0.98450 3.26601 -3.37250  0.088
H -0.03816 4.61472 -3.02780  0.466
H -0.22351 1.74671 -2.17031  0.279
H -1.45584 2.57396 -3.10500  0.444
H -2.53927 4.28012 -0.01445  0.361
H -3.33464 3.83220 -1.49934  0.302
H -1.96182 5.01898 -1.47923  0.373

---

- What is the calculated total energy in the first record?
  -55696.338 eV